Record 1
89
Properties=species:S:1:pos:R:3:mulliken_charge:R:1 method="wB97M-V/def2-TZVPD" charge=+2 multiplicity=2 e_homo_ha="-0.4683 / -0.4800"
Re -0.374 0.191 -0.057 2.305
O 3.013 0.915 2.166 -0.588
C 2.285 0.626 1.249 -0.270
N 1.163 -0.192 1.287 0.085
C 1.025 -1.136 2.295 0.853
C 1.917 -1.419 3.340 -0.918
C 1.584 -2.421 4.223 -0.838
C 0.388 -3.137 4.092 -0.733
C -0.486 -2.882 3.060 -1.278
C -0.157 -1.873 2.148 0.773
N -0.904 -1.433 1.061 0.477
C -2.004 -2.174 0.651 -0.388
O -2.228 -3.335 0.881 -0.623
C -2.973 -1.313 -0.087 0.835
C -4.213 -1.777 -0.467 -0.641
C -5.098 -0.885 -1.051 -0.825
C -4.703 0.435 -1.203 -1.206
C -3.431 0.811 -0.816 -0.292
N -2.554 -0.050 -0.279 0.595
C 2.540 1.059 -0.152 0.925
C 3.757 1.567 -0.547 -0.809
C 3.980 1.763 -1.902 -0.586
C 2.971 1.421 -2.788 -0.989
C 1.767 0.942 -2.303 -0.073
N 1.531 0.782 -0.993 0.119
H 2.830 -0.862 3.463 0.560
H 2.258 -2.653 5.036 0.446
H 0.148 -3.909 4.810 0.458
H -1.392 -3.455 2.956 0.550
H -4.453 -2.816 -0.289 0.668
H -6.080 -1.209 -1.370 0.490
H -5.366 1.177 -1.627 0.546
H -3.101 1.830 -0.944 0.508
H 4.502 1.768 0.210 0.592
H 4.925 2.148 -2.260 0.495
H 3.103 1.515 -3.857 0.508
H 0.986 0.675 -2.998 0.338
C -0.792 2.893 -1.944 -1.187
O -0.906 1.454 -1.820 0.648
C -1.466 0.761 -2.904 0.066
C -2.242 1.366 -3.872 -0.270
C -2.903 0.558 -4.792 -0.758
Br -3.978 1.367 -6.102 -0.096
C -2.816 -0.821 -4.725 -0.489
C -2.001 -1.421 -3.768 0.892
C -1.295 -0.616 -2.889 0.279
O -0.481 -1.150 -1.894 -0.621
C -2.016 -2.877 -3.561 -0.365
N -3.104 -3.566 -3.463 -0.642
C -2.694 -4.861 -3.152 0.795
C -3.460 -6.009 -2.959 -0.994
C -2.787 -7.180 -2.686 -0.550
C -1.386 -7.220 -2.604 -0.520
C -0.613 -6.090 -2.783 -1.174
C -1.303 -4.914 -3.049 0.493
N -0.864 -3.602 -3.264 -0.042
H -0.273 3.131 -2.871 0.496
H -0.211 3.223 -1.090 -0.005
H -1.781 3.350 -1.936 0.476
H -2.369 2.438 -3.915 0.620
H -3.381 -1.449 -5.400 0.634
H -0.583 -2.129 -1.888 0.443
H -4.538 -5.974 -3.037 0.495
H -3.344 -8.095 -2.538 0.435
H -0.900 -8.164 -2.396 0.418
H 0.466 -6.127 -2.719 0.439
H 0.040 -3.390 -3.664 0.296
C -1.314 4.707 2.657 -0.929
N -0.025 4.095 2.965 0.153
C -0.133 3.365 4.231 -0.956
N -1.207 2.372 4.230 0.178
C -2.466 3.030 3.896 -0.835
N -2.421 3.750 2.621 0.149
C -2.305 2.832 1.497 -1.381
P -0.744 1.840 1.594 2.317
C 0.445 3.231 1.889 -1.610
C -0.913 1.255 3.343 -1.652
H -1.252 5.226 1.698 0.392
H -1.533 5.445 3.429 0.342
H -0.340 4.088 5.020 0.291
H 0.816 2.875 4.450 0.415
H -2.692 3.752 4.681 0.335
H -3.268 2.291 3.868 0.381
H -2.332 3.407 0.565 0.286
H -3.163 2.157 1.497 0.415
H 0.580 3.823 0.978 0.311
H 1.422 2.828 2.161 0.432
H 0.015 0.777 3.659 0.330
H -1.706 0.505 3.401 0.354

=====

Record 2
82
Properties=species:S:1:pos:R:3:mulliken_charge:R:1 method="wB97M-V/def2-TZVPD" e_homo_ha=-0.2128
La -14.507 -4.808 -12.417 1.676
C -11.503 -3.820 -15.442 -0.860
C -11.139 -2.606 -14.596 0.231
C -9.962 -1.881 -14.871 -0.712
C -9.794 -0.622 -14.267 -0.657
C -10.752 -0.193 -13.358 -0.602
C -11.844 -1.067 -13.057 0.017
N -11.965 -2.236 -13.587 0.482
Sb -13.162 -0.364 -11.518 0.535
C -14.322 -1.914 -10.588 0.029
C -15.516 -1.614 -9.868 0.007
C -15.776 -2.244 -8.646 -0.727
C -14.851 -3.196 -8.208 -0.632
C -13.835 -3.627 -9.095 0.455
C -12.947 -4.774 -8.730 -1.236
N -13.754 -3.152 -10.359 0.243
C -14.851 0.535 -12.713 0.089
C -15.986 0.784 -12.007 -1.463
C -17.135 0.107 -12.613 -0.070
C -17.280 0.426 -14.183 2.405
C -15.785 0.113 -14.819 0.282
C -15.576 -0.223 -16.229 -1.200
N -14.764 0.349 -14.048 -0.491
H -10.681 -4.508 -15.433 0.350
H -12.398 -4.305 -14.936 -0.161
H -11.815 -3.654 -16.506 0.370
H -9.310 -2.226 -15.636 0.550
H -8.949 0.031 -14.615 0.326
H -10.759 0.812 -12.919 0.389
H -16.121 -0.762 -10.161 0.187
H -16.725 -2.138 -8.100 0.391
H -15.017 -3.747 -7.297 0.406
H -12.414 -4.604 -7.808 0.442
H -13.378 -5.778 -8.767 0.291
H -12.151 -4.869 -9.515 0.069
H -15.927 1.166 -11.002 0.642
H -18.073 0.376 -12.180 0.529
H -19.307 -0.239 -13.912 0.367
H -16.035 -1.189 -16.529 0.162
H -16.015 0.584 -16.810 0.287
H -14.447 -0.256 -16.337 0.367
N -19.497 2.960 -17.370 -0.476
C -18.975 2.020 -16.561 1.517
C -18.964 0.683 -16.929 -0.785
C -18.743 -0.388 -16.027 -0.706
C -18.489 -0.234 -14.675 -0.574
C -17.516 1.896 -14.478 -1.096
C -18.394 2.481 -15.359 -1.202
S -17.669 -2.450 -13.525 0.613
O -17.016 -1.372 -12.433 -0.380
O -18.518 -3.275 -12.672 -0.723
N -16.168 -3.213 -13.832 -0.006
C -16.114 -3.936 -14.976 0.224
N -16.686 -3.575 -16.108 -0.222
C -16.761 -4.465 -17.098 -0.162
C -16.068 -5.680 -17.017 -1.150
C -15.416 -5.988 -15.809 -0.128
N -15.336 -5.024 -14.883 0.138
H -19.998 2.754 -18.243 0.198
H -19.355 3.907 -17.109 0.157
H -19.133 0.471 -17.994 0.236
H -18.752 -1.382 -16.441 0.289
H -16.818 2.531 -13.942 0.415
H -18.618 3.574 -15.269 0.139
H -17.247 -4.104 -18.026 0.412
H -16.014 -6.367 -17.842 0.396
H -14.920 -6.921 -15.529 0.377
Cl -8.065 -9.160 -12.309 -0.218
C -9.233 -7.915 -12.309 0.090
C -8.934 -6.592 -12.006 -0.187
C -9.850 -5.565 -11.990 0.291
Cl -9.383 -3.937 -11.862 -0.155
C -11.219 -5.862 -12.339 -0.116
O -12.183 -4.971 -12.197 -0.265
C -11.525 -7.275 -12.569 0.540
C -12.790 -7.654 -13.094 -0.463
O -13.812 -6.874 -13.245 -0.378
C -10.562 -8.293 -12.429 -0.805
H -7.866 -6.402 -11.742 0.356
H -12.945 -8.710 -13.311 0.337
H -10.849 -9.341 -12.610 0.373
Cl -16.207 -6.194 -10.778 -0.668

=====

Record 3
100
Properties=species:S:1:pos:R:3:mulliken_charge:R:1 method="wB97M-V/def2-TZVPD" charge=+1 e_homo_ha=-0.3560
C 3.992 0.993 -2.926 -1.628
N 4.364 -0.420 -2.971 0.086
C 5.734 -0.707 -2.782 0.442
C 6.488 0.130 -1.939 -0.402
C 7.800 -0.208 -1.611 -0.652
C 8.409 -1.320 -2.206 -0.473
C 7.695 -2.101 -3.124 -0.565
C 6.373 -1.782 -3.434 -0.426
C 3.362 -1.369 -2.823 1.497
C 3.637 -2.753 -2.723 -0.640
C 2.634 -3.677 -2.499 -0.833
C 1.308 -3.263 -2.222 0.771
C 0.307 -4.187 -1.724 -1.883
C -0.036 -4.185 -0.337 -0.007
C -1.326 -4.580 0.099 -0.429
C -1.706 -4.494 1.425 -0.997
C -0.770 -4.112 2.414 0.616
N -1.124 -4.031 3.755 0.314
C -2.411 -3.485 4.159 -1.137
C -0.202 -4.357 4.767 -0.014
C -0.036 -3.511 5.883 -0.288
C 0.868 -3.863 6.886 -0.701
C 1.510 -5.105 6.851 -0.386
C 1.318 -5.968 5.761 -0.700
C 0.508 -5.575 4.698 0.112
C 0.553 -3.804 2.012 -0.258
C 0.900 -3.801 0.675 -0.735
C 1.027 -1.876 -2.350 -0.473
C 2.020 -0.958 -2.633 -0.562
H 3.184 1.213 -3.632 0.377
H 3.688 1.292 -1.913 0.456
H 4.858 1.587 -3.229 0.521
H 6.032 1.037 -1.531 0.423
H 8.341 0.417 -0.900 0.369
H 9.448 -1.561 -1.974 0.367
H 8.158 -2.960 -3.611 0.390
H 5.833 -2.369 -4.180 0.651
H 4.654 -3.133 -2.785 0.692
H 2.859 -4.745 -2.488 0.471
H 0.025 -5.063 -2.309 0.972
H -2.037 -4.889 -0.664 0.520
H -2.726 -4.765 1.709 0.624
H -2.802 -4.058 5.009 0.363
H -2.318 -2.432 4.465 0.310
H -3.112 -3.545 3.324 0.409
H -0.588 -2.569 5.926 0.297
H 1.062 -3.164 7.701 0.377
H 2.170 -5.409 7.666 0.378
H 1.802 -6.946 5.735 0.366
H 0.376 -6.215 3.823 0.411
H 1.295 -3.536 2.772 0.471
H 1.911 -3.508 0.386 0.415
H -0.003 -1.544 -2.212 0.528
H 1.774 0.105 -2.653 0.397
C -5.009 -4.447 -0.347 -1.250
C -4.844 -4.140 -1.812 -0.290
O -3.440 -4.233 -2.139 -0.138
C -3.218 -3.976 -3.462 -0.280
C -1.829 -4.111 -3.883 0.064
P -1.576 -4.271 -5.603 2.493
C -1.773 -2.725 -6.551 -0.103
C -0.839 -2.370 -7.539 -0.393
C -1.052 -1.247 -8.340 -0.752
C -2.172 -0.435 -8.135 -0.460
C -3.097 -0.768 -7.139 -0.771
C -2.892 -1.898 -6.347 -0.112
C 0.083 -4.922 -5.985 0.118
C 0.273 -6.149 -6.648 -0.551
C 1.561 -6.617 -6.922 -0.655
C 2.682 -5.898 -6.497 -0.688
C 2.506 -4.677 -5.839 -0.645
C 1.219 -4.187 -5.598 -0.383
C -2.773 -5.434 -6.319 -0.038
C -3.329 -5.207 -7.589 -0.517
C -4.204 -6.141 -8.153 -0.757
C -4.548 -7.297 -7.448 -0.511
C -4.018 -7.515 -6.171 -0.712
C -3.148 -6.579 -5.598 -0.105
O -4.185 -3.663 -4.179 -0.726
H -6.064 -4.353 -0.082 0.472
H -4.699 -5.470 -0.112 0.282
H -4.444 -3.750 0.279 0.245
H -5.400 -4.867 -2.420 0.327
H -5.200 -3.126 -2.040 0.335
H -1.078 -3.675 -3.249 -0.039
H 0.049 -2.982 -7.688 0.419
H -0.340 -1.013 -9.131 0.415
H -2.328 0.452 -8.755 0.381
H -3.984 -0.151 -6.989 0.434
H -3.611 -2.156 -5.573 0.382
H -0.593 -6.732 -6.962 0.364
H 1.694 -7.551 -7.471 0.416
H 3.690 -6.279 -6.682 0.396
H 3.373 -4.097 -5.516 0.527
H 1.098 -3.226 -5.097 0.648
H -3.087 -4.292 -8.133 0.359
H -4.611 -5.958 -9.149 0.405
H -5.227 -8.028 -7.891 0.394
H -4.281 -8.416 -5.615 0.406
H -2.755 -6.742 -4.592 0.390

=====

Number 1: E -5256.06161 a.u.. Number 2: E -4086.43427 a.u.. Number 3: E -2495.86513 a.u..